DFT (ωB97M-V/def2-TZVPD) results for an isolated molecule of C4H9N3S in a non-equilibrium geometry.

Last column: Mulliken charge in e.
Atoms and positions in Å:
1 H -0.574 -0.341 -2.021  0.28
2 H -0.390 1.535 0.342  0.31
3 H -2.677 0.858 1.221  0.33
4 H -2.560 -0.437 0.115  0.41
5 S 0.442 -2.785 -1.087  -0.33
6 H 1.660 -1.716 0.845  0.21
7 H -1.427 -0.613 1.346  0.29
8 H 2.892 0.134 1.302  0.34
9 H -1.447 1.417 -0.960  0.55
10 C 2.120 0.301 0.494  0.07
11 C -1.966 0.110 0.705  -1.22
12 C 0.467 -1.219 -0.521  0.03
13 N -0.169 -0.122 -1.096  -0.26
14 N 2.028 1.431 -0.111  -0.74
15 N 1.420 -0.858 0.396  -0.06
16 C -1.048 0.787 -0.196  -0.58
17 H 1.229 1.517 -0.773  0.36

HOMO energy ... -8.649 eV
Molecular weight ... 131.204 g/mol
Multiplicity ... 1
SMILES ... [H]/N=C\NC(=S)NCC
DFT total energy ... -19598.378 eV
Kohn-Sham gap ... 8.805 eV
Relative energy (zero: lowest compared OMol25 entry of this formula, charge and spin) ... 1.2587 eV

DFT (ωB97M-V/def2-TZVPD) results for an isolated molecule of C12H16N2O4 in a non-equilibrium geometry.

Last column: Mulliken charge in e.
Atoms and positions in Å:
1 C 2.042 -0.292 0.412  0.30
2 H 6.221 0.391 -0.577  0.29
3 C -2.775 -2.142 -0.378  -0.47
4 C -0.921 2.023 0.948  -0.82
5 H -0.895 0.776 -1.639  0.27
6 C -2.837 0.103 -0.719  0.52
7 H 3.132 1.807 0.645  0.28
8 H 0.886 1.959 0.136  0.06
9 H -2.288 -2.909 -0.858  0.51
10 N 3.305 -1.877 -0.453  -0.46
11 H -1.476 1.239 1.356  0.37
12 H -1.126 3.041 -0.921  0.52
13 O -3.944 0.271 -0.098  -0.57
14 C -1.907 1.292 -1.470  -0.60
15 H -2.425 1.689 -2.338  0.45
16 N 0.354 1.397 0.458  -0.03
17 O 0.077 -0.800 1.534  -0.57
18 H -3.921 -2.112 -0.714  0.28
19 C -2.771 -2.178 1.228  -0.83
20 C 4.401 -1.146 -0.732  -0.33
21 H -2.779 2.868 -0.133  0.42
22 H 1.395 -2.199 0.058  0.26
23 C 4.345 0.225 -0.080  0.49
24 C 2.267 -1.426 -0.077  -0.05
25 C 0.665 0.110 0.987  0.44
26 H 5.372 -1.375 -1.275  0.21
27 C 3.261 0.743 0.236  -0.50
28 H -3.459 -1.416 1.457  0.35
29 O 5.515 1.049 -0.237  -0.53
30 H -1.756 -1.993 1.464  0.17
31 C -1.753 2.602 -0.318  -1.00
32 H -0.806 2.732 1.684  0.58
33 O -2.203 -1.186 -1.070  -0.32
34 H -3.196 -3.267 1.483  0.32

HOMO energy ... -9.298 eV
Molecular weight ... 252.270 g/mol
Multiplicity ... 1
SMILES ... CCOC(=O)CCCNC(=O)c1cncc(O)c1
DFT total energy ... -23865.629 eV
Kohn-Sham gap ... 9.093 eV
Relative energy (zero: lowest compared OMol25 entry of this formula, charge and spin) ... 9.5992 eV